Density functional theory data (the ωB97M-V functional and the def2-TZVPD basis) for C9H23FeO4 as an isolated structure.

Geometry as XYZ:
```
37
Properties=species:S:1:pos:R:3:lowdin_spin:R:1
Fe -0.55649 0.58693 0.82221 3.743
O -0.87681 -1.09881 1.95597 0.073
O -2.02820 2.15177 0.49019 0.064
O -0.01329 -0.09067 -1.20474 0.025
O 1.25994 1.50780 1.38717 0.054
C 1.80764 -0.57482 -2.63295 0.001
C -3.23138 1.75135 -0.12043 0.006
C -3.52842 0.22222 -0.36047 0.003
C 2.38653 0.69566 1.26149 0.005
C -1.14428 -2.20891 2.77864 0.010
C 0.00293 -2.87884 3.58168 0.002
C -0.11843 1.13435 -3.27926 0.000
C 3.46026 1.42071 0.45601 0.001
C 0.71058 0.47770 -2.19360 0.002
H -3.94627 -0.26009 0.52320 0.000
H 2.71429 -0.34826 -2.07190 0.000
H -1.84415 -1.81397 3.51505 0.001
H 0.62375 -3.45264 2.89362 0.000
H 0.47241 1.73119 -3.97410 0.000
H -0.77429 1.82408 -2.74801 0.000
H -3.90513 2.21723 0.59868 0.001
H -1.72404 -2.94549 2.22238 0.001
H -3.33350 2.24750 -1.08557 0.001
H -4.27002 0.05065 -1.14065 0.000
H 4.41372 0.90454 0.56821 0.000
H 1.26921 1.35301 -1.86213 0.000
H -0.64866 0.45019 -3.94174 0.000
H 2.16946 -0.30868 0.89779 0.001
H -0.23644 -0.92914 -1.61557 0.001
H 3.68013 2.33700 1.00389 0.000
H -2.60008 -0.23985 -0.69630 0.001
H 1.42055 -1.56504 -2.39272 0.000
H 2.86333 0.48709 2.21922 0.001
H 3.32804 1.58972 -0.61265 0.000
H 2.01155 -0.81366 -3.67673 0.000
H 0.53256 -2.06044 4.06934 0.000
H -0.34717 -3.55138 4.36476 0.000
```

Output
HOMO energy (alpha / beta): -0.154 / -0.134 Ha
total charge: -1
2S+1: 5
E_tot: -1921.32892 Ha

=====

Density functional theory data (the ωB97M-V functional and the def2-TZVPD basis) for C9H23IO7P3Re as an isolated structure.

Geometry as XYZ:
```
44
Properties=species:S:1:pos:R:3:lowdin_spin:R:1
Re 0.28976 -0.28297 -1.71980 0.749
I -1.02441 1.21899 -3.28496 0.143
P 0.50865 -2.97664 -2.53213 0.002
P -0.51486 0.62952 0.27530 0.016
P 2.70787 -1.27706 -2.58375 0.005
O -0.01826 -2.50485 -3.80284 -0.002
O 2.14643 -0.44927 -1.32161 0.047
O 2.10871 -2.73746 -2.34351 0.000
O 0.36813 -4.46677 -2.09199 0.000
O 2.22614 -0.59554 -3.78407 -0.002
O 4.22277 -1.52112 -2.31894 0.000
O -0.07985 -2.13467 -1.31943 0.023
C 1.15777 2.80786 -0.34457 0.000
C 0.08855 -1.63473 1.80531 0.001
C -2.84495 0.49967 1.89175 -0.001
C -0.20736 2.45820 0.25708 -0.002
C 1.75486 0.25582 1.92216 0.000
C -0.41669 3.12296 1.61914 -0.001
C -2.35689 0.43400 0.44098 -0.001
C 0.28245 -0.11865 1.76613 0.018
C -2.87118 -0.83445 -0.24727 -0.001
H -0.95103 -1.93068 1.68125 0.000
H 2.33753 -0.07724 1.06245 0.000
H 1.22519 3.89014 -0.46399 0.000
H 0.67363 -2.11691 1.02135 0.000
H 2.15072 -0.24137 2.80919 0.000
H 0.43349 -2.01656 2.76679 0.000
H -2.45614 -1.73898 0.19927 0.000
H -2.55059 -0.38407 2.45576 0.000
H -2.63922 -0.84489 -1.31311 0.000
H -1.43652 3.00674 1.98082 0.000
H 1.90258 1.32507 2.05569 0.000
H -0.22692 4.19333 1.52240 0.000
H 0.26924 2.73625 2.37414 0.000
H -0.97600 2.81846 -0.43273 0.001
H -2.73816 1.29992 -0.10754 0.000
H 1.98490 2.48909 0.28757 0.000
H 0.00757 -5.05860 -2.76401 0.000
H -3.93575 0.53479 1.88737 0.000
H 4.83015 -0.98156 -2.84087 0.000
H -2.49041 1.37994 2.42321 0.000
H -3.95602 -0.87610 -0.14007 0.000
H 1.29684 2.36512 -1.33441 0.000
H -0.28272 0.33526 2.58650 0.002
```

Output
HOMO energy (alpha / beta): -0.462 / -0.463 Ha
total charge: +1
2S+1: 2
E_tot: -2283.49521 Ha

=====

Density functional theory data (the ωB97M-V functional and the def2-TZVPD basis) for a 3-piece molecular cluster, C9H24BrN5O5S overall.

Geometry as XYZ:
```
45
Properties=species:S:1:pos:R:3:lowdin_charge:R:1
Br 4.12127 -0.03597 -1.25513 0.620
S -5.59557 0.55714 -1.34075 0.765
O -0.14964 -1.38919 2.65953 0.014
O -3.53375 2.37036 -0.64572 -0.203
O -4.74142 -0.57557 -2.02322 -0.431
O -6.12866 1.54909 -2.42817 -0.409
O 7.66667 -1.38630 0.40038 0.020
N -2.35559 -1.35960 3.11678 0.150
N -0.87866 -0.46891 4.58240 0.153
N 9.27004 -2.00657 -1.05586 0.143
N 0.02022 0.91211 -1.09048 -0.124
N 7.12722 -1.78575 -1.75026 0.144
C 1.42455 1.36827 -1.42341 -0.253
C -4.64185 1.57681 -0.09240 -0.270
C 1.73354 -0.58770 0.47002 -0.198
C -0.93200 2.08054 -0.87129 -0.184
C -2.45316 1.52905 -1.18300 -0.193
C 2.46489 0.65927 -0.32708 -0.659
C -1.06920 -1.09155 3.40533 -0.705
C -7.05608 -0.37136 -0.53045 -0.176
C 7.99997 -1.70581 -0.72977 -0.724
H -2.54289 -1.82771 2.23980 0.112
H 0.07518 -0.24872 4.83783 0.116
H -2.56717 0.42070 -0.76743 0.132
H -0.35134 0.24972 -1.83471 0.129
H 9.56379 -2.27170 -1.98079 0.094
H 0.85281 -0.23825 1.18535 0.060
H 2.69460 1.48626 0.48613 0.107
H -0.87042 2.40317 0.27360 0.137
H -3.12640 -1.12226 3.71811 0.095
H 1.57932 2.52238 -1.29720 0.119
H 2.52671 -1.11719 1.17892 0.087
H -5.41561 2.36327 0.36276 0.149
H 9.95892 -1.95871 -0.31662 0.110
H -6.71478 -1.04334 0.36793 0.077
H 7.38269 -2.04698 -2.68760 0.098
H 6.16041 -1.56721 -1.54761 -0.006
H -2.64436 1.46023 -2.35918 0.153
H -1.62310 -0.21569 5.20993 0.097
H -0.69820 3.01650 -1.55774 0.127
H 1.35043 -1.43476 -0.26835 0.094
H -4.26227 0.94583 0.83835 0.138
H -7.85879 0.42612 -0.16128 0.089
H -7.56572 -1.10854 -1.31835 0.105
H 1.80342 1.06855 -2.48925 0.099
```

Output
HOMO energy: -0.330 Ha
total charge: 0
SMILES: C[C@@H](Br)CNCCOCS(C)(=O)=O.NC(N)=O.NC(N)=O
E_tot: -3979.35559 Ha

=====

Density functional theory data (the ωB97M-V functional and the def2-TZVPD basis) for a 4-piece molecular cluster, C9H24BrO3 overall.

Geometry as XYZ:
```
37
Properties=species:S:1:pos:R:3:lowdin_charge:R:1
Br 0.92051 -0.50683 -1.37892 -0.108
O -2.13595 0.21555 -2.88715 -0.107
O 4.01113 -1.00972 -0.45719 -0.092
O -0.00047 2.37635 0.18820 -0.099
C -3.25525 0.53862 -2.05572 -0.463
C -0.07668 2.04335 1.54637 -0.511
C -0.06158 3.35687 2.32532 -0.073
C 4.40918 -2.01192 1.71958 -0.079
C -3.62370 -0.78523 -1.30551 -0.056
C 4.36303 -2.16439 0.22785 -0.563
C -1.27867 1.11395 1.84687 -0.051
C 3.32013 -3.19573 -0.11293 -0.089
C -4.34259 1.12007 -2.99468 -0.064
H -3.91410 1.99914 -3.47606 0.075
H -4.58382 -0.62619 -0.81462 0.061
H -0.95504 3.97780 2.25989 0.070
H 2.38642 -2.83667 0.31993 0.063
H -1.17688 0.64715 2.82658 0.067
H 3.55704 -4.11694 0.41937 0.072
H -3.79916 -1.62067 -1.98327 0.073
H -2.84391 -1.03863 -0.58731 0.062
H -1.29728 0.28559 1.13864 0.046
H -5.21005 1.46848 -2.43412 0.060
H 0.14916 3.14907 3.37438 0.067
H 3.26602 -3.34597 -1.19117 0.086
H -2.98632 1.30322 -1.32691 0.122
H 5.07597 -1.17532 1.92836 0.074
H 0.28724 1.57526 -0.25577 -0.080
H 5.37484 -2.44640 -0.06335 0.127
H 3.44894 -1.70232 2.13214 0.081
H 4.76287 -2.93409 2.18066 0.074
H -4.82935 0.37165 -3.62000 0.071
H 3.09609 -1.14742 -0.71283 -0.116
H 0.87877 1.56390 1.75936 0.128
H 0.74444 4.02514 2.02225 0.070
H -1.44800 -0.09552 -2.29423 -0.067
H -2.23300 1.62879 1.73596 0.071
```

Output
HOMO energy: -0.181 Ha
total charge: -1
E_tot: -3157.13211 Ha

=====

Density functional theory data (the ωB97M-V functional and the def2-TZVPD basis) for C9H24Cl3CrO9S3 as an isolated structure.

Geometry as XYZ:
```
49
Properties=species:S:1:pos:R:3:lowdin_spin:R:1
Cr 0.56890 -0.39638 0.86785 3.858
Cl 1.56314 1.93553 1.80622 -0.001
Cl 0.10278 -2.28845 -0.71534 0.005
Cl 0.20322 -1.55164 3.13642 0.022
S 4.20991 -0.47064 -0.21382 0.004
S -2.87733 0.49457 1.05702 0.009
S 1.01207 1.46235 -2.32121 0.004
O 4.95533 -0.51807 1.30296 0.001
O 0.55920 0.86226 -1.06314 0.015
O -0.30616 1.56408 -3.37164 0.001
O 2.03184 0.78087 -3.10525 0.001
O 2.79706 -0.56526 0.00163 0.028
O 4.81224 0.69515 -0.88468 0.002
O -3.60121 -1.01791 0.78423 0.001
O -1.47128 0.38774 0.79945 0.038
O -3.67191 1.48177 0.33651 0.005
C -5.57520 -2.50202 0.60202 0.000
C -1.58207 1.34470 -2.79246 0.000
C -2.58421 1.84884 -3.90268 0.000
C -3.02381 0.59900 2.93714 0.002
C 4.73638 -2.03915 -1.03430 0.002
C -5.06183 -1.05909 0.67376 0.000
C 1.46479 3.23223 -2.18889 0.001
C 4.39877 -1.39837 2.27515 0.001
C 4.42535 -0.71656 3.55386 0.000
H 4.47654 -2.90429 -0.42430 0.000
H 2.34117 3.27273 -1.54205 0.000
H -4.95859 -3.10545 -0.06414 0.000
H -5.47867 -3.05474 1.53651 0.000
H 5.76720 -2.07226 -1.38702 0.000
H -5.30785 -0.60983 -0.28840 0.000
H 0.59527 3.68880 -1.71605 0.000
H -2.59474 1.03932 -4.63251 0.000
H 4.55240 0.34818 3.35822 0.000
H -6.58081 -2.61439 0.19678 0.000
H -2.24932 2.63329 -4.58135 0.000
H 3.51468 -0.85516 4.13659 0.000
H -2.54502 -0.31858 3.27905 0.000
H -5.67843 -0.49454 1.37317 0.000
H 4.16082 -2.06827 -1.95949 0.000
H -2.34357 1.37758 3.28239 0.000
H -3.61393 1.94085 -3.55724 0.000
H -4.01764 0.61823 3.38439 0.000
H -1.60738 1.93131 -1.87412 0.000
H 4.98605 -2.31596 2.31024 0.000
H 1.65505 3.74965 -3.12920 0.000
H -1.86855 0.35029 -2.45014 0.000
H 5.29658 -0.91031 4.17956 0.000
H 3.41276 -1.79201 2.02831 0.001
```

Output
HOMO energy (alpha / beta): -0.180 / -0.199 Ha
total charge: -1
2S+1: 5
E_tot: -4654.18658 Ha